Record 1
The following is a quantum chemistry calculation of a molecular structure, C7H10, from the Open Molecules 2025 dataset.

```
! RIJCOSX wB97M-V def2-TZVPD def2/J DEFGRID3
* xyz 0 1
C -1.0514 -1.5936 -0.2307
C -0.3532 -0.2475 -0.0819
C -1.0692 0.9127 -0.7527
C 1.1917 1.3733 -0.3183
C 1.3361 0.8639 0.9592
C 0.1692 0.0040 1.3539
C 0.9338 0.0387 -0.7778
H -2.0231 -1.5413 0.2750
H -1.2362 -1.8188 -1.2860
H -0.4896 -2.4214 0.2200
H -2.1604 0.7643 -0.8503
H -0.6468 1.3206 -1.6786
H 1.8418 2.1105 -0.7740
H 2.1182 1.1775 1.6514
H -0.4910 0.5269 2.0642
H 0.4911 -0.9507 1.7869
H 1.4391 -0.5193 -1.5602
*
```

Output
- Kohn-Sham gap (alpha / beta): 7.5 / 7.6 eV
- LUMO (alpha / beta): 0.720 / 0.730 eV


Record 2
The following is a quantum chemistry calculation of C7H10 in the gas phase, from the Open Molecules 2025 dataset.

```
! RIJCOSX wB97M-V def2-TZVPD def2/J DEFGRID3
* xyz 0 1
C -0.5044 3.0056 -0.6862
C -0.7161 1.8262 -0.8087
C -0.9906 0.3912 -0.9648
C 0.2700 -0.4509 -0.8919
C 0.2578 -1.8470 -0.3285
C 0.9473 -0.7385 0.4221
C 0.3840 -0.2663 1.7452
H -0.3090 4.0511 -0.5908
H -1.7051 0.0846 -0.1937
H -1.4952 0.2305 -1.9260
H 0.9404 -0.2541 -1.7280
H 0.8523 -2.6067 -0.8275
H -0.6714 -2.2206 0.1027
H 2.0351 -0.7465 0.3841
H 0.7582 -0.8954 2.5603
H 0.6555 0.7709 1.9725
H -0.7088 -0.3339 1.7592
*
```

Output
- SMILES: C#CC[C@@H]1C[C@@H]1C
- Kohn-Sham gap: 11.0 eV
- LUMO: 1.123 eV


Record 3
The following is a quantum chemistry calculation of C7H10 in the gas phase, from the Open Molecules 2025 dataset.

```
! RIJCOSX wB97M-V def2-TZVPD def2/J DEFGRID3
* xyz 0 1
C -1.7315 0.5571 -0.0070
C -1.0069 -0.7389 -0.2803
C 0.1385 -1.1383 0.6298
C 0.7330 0.0243 1.3721
C 1.2967 0.9024 0.5340
C 1.2911 0.4158 -0.8974
C 0.4045 -0.8240 -0.8278
H -2.8147 0.4517 -0.1452
H -1.5878 0.8948 1.0318
H -1.3326 1.3377 -0.6635
H -1.6457 -1.5375 -0.6661
H 0.1509 -2.1403 1.0503
H 0.5535 0.2031 2.4438
H 1.6866 1.8837 0.7956
H 0.9446 1.1634 -1.6289
H 2.3192 0.1733 -1.2117
H 0.6009 -1.6284 -1.5294
*
```

Output
- SMILES: C[C@@H]1[C@@H]2C=CC[C@H]12
- Kohn-Sham gap: 10.0 eV
- LUMO: 1.154 eV


Record 4
The following is a quantum chemistry calculation of C7H10 in the gas phase, from the Open Molecules 2025 dataset.

```
! RIJCOSX wB97M-V def2-TZVPD def2/J DEFGRID3
* xyz 0 1
C 1.5507 -0.2238 -1.2829
C 1.4903 -1.2528 -0.2212
C 0.4640 -0.0988 -0.2410
C -1.0327 -0.1991 -0.5685
C -1.4678 0.9765 0.3160
C -0.6647 0.6853 1.5932
C 0.7165 0.6605 0.9800
H 1.2072 -0.5150 -2.2727
H 2.3436 0.5174 -1.2548
H 1.0956 -2.2394 -0.4495
H 2.2270 -1.2075 0.5746
H -1.2538 -0.0585 -1.6320
H -1.4949 -1.1450 -0.2443
H -2.5300 1.1992 0.4268
H -0.8574 -0.3432 1.9582
H -0.8116 1.3764 2.4297
H -0.9824 1.8678 -0.1116
*
```

Output
- Kohn-Sham gap: 8.7 eV
- LUMO: 0.561 eV


Let's list DFT total energy in order: -7415.15611 -7418.56980 -7419.72432 -7416.97726 eV.
Let's list ΔE to the lowest compared entry with this formula, charge and spin in order: 135.6 56.8 30.2 93.6 kcal per mole.